No. 1
Formula: CH4N2OS2
Source: OMol25
Level of theory: the ωB97M-V functional and the def2-TZVPD basis

Cartesian coordinates (Å):
C1 0.05906 0.86486 -0.03830
H1 2.17256 -1.05042 -1.27707
H2 1.73582 0.62264 0.99516
H3 -1.69225 0.84821 -0.78147
H4 -2.23185 -0.85295 1.22182
N1 1.08342 0.07252 0.47468
N2 -1.05550 0.17237 -0.52694
O1 0.08261 2.07776 -0.02338
S1 1.58074 -1.43781 -0.11728
S2 -1.73462 -1.31719 0.07278

Summary:
HOMO level, eV: -9.394
HOMO-LUMO gap, eV: 10.02
SMILES: O=C(NS)NS
LUMO energy, eV: 0.63
Total charge: 0
Largest force on an atom, eV/Å: 2.56

***

No. 2
Formula: C44H44F3N3Pd
Source: OMol25
Level of theory: the ωB97M-V functional and the def2-TZVPD basis

Cartesian coordinates (Å):
Pd1 0.65036 0.67540 0.63862
C1 1.96721 -1.20661 -3.04218
C2 2.76407 -0.19503 -2.21930
C3 1.90108 1.00818 -1.84210
C4 3.45701 -0.83924 -1.02692
C5 4.84117 -0.94898 -1.06833
C6 5.55274 -1.55100 -0.04295
C7 4.85455 -2.03679 1.04959
C8 3.47224 -1.95433 1.12022
C9 2.77936 -2.45904 2.36768
C10 3.15831 -1.58823 3.56241
C11 3.08078 -3.92610 2.66202
C12 2.73938 -1.36496 0.07180
N1 1.34252 -1.26853 0.10754
C13 0.59908 -2.40442 -0.21058
C14 -0.81569 -2.41360 -0.29252
N2 -1.57247 -1.32008 -0.13474
C15 -2.95378 -1.41230 -0.18916
C16 -3.75542 -1.88787 0.87377
C17 -5.13779 -1.90925 0.75144
C18 -5.77578 -1.48762 -0.40147
C19 -4.99737 -1.03185 -1.45657
C20 -3.61752 -0.99617 -1.36852
C21 -2.77647 -0.51948 -2.53502
C22 -3.36478 -0.86048 -3.89997
C23 -2.53325 0.98411 -2.40548
C24 -3.14691 -2.33412 2.18014
C25 -3.55134 -3.75565 2.56525
C26 -3.51025 -1.35230 3.29332
C27 -1.23452 -3.76755 -0.77173
C28 -2.42921 -4.36558 -1.09081
C29 -2.41991 -5.68978 -1.60397
C30 -1.25794 -6.38759 -1.82240
C31 -0.00942 -5.77648 -1.53876
C32 1.28009 -6.33402 -1.78847
C33 2.38307 -5.56296 -1.52431
C34 2.31635 -4.24800 -0.99453
C35 1.08381 -3.68618 -0.69568
C36 -0.05353 -4.50438 -1.00732
H1 1.57825 -0.73371 -3.95201
H2 1.12535 -1.59436 -2.46603
H3 2.59365 -2.05686 -3.32999
H4 3.57193 0.19391 -2.85830
H5 0.98112 0.62400 -1.36514
H6 1.59085 1.59574 -2.71265
H7 2.43911 1.67209 -1.15333
H8 5.37123 -0.56010 -1.93472
H9 6.63460 -1.62545 -0.08898
H10 5.39994 -2.49919 1.86736
H11 1.70382 -2.36408 2.19875
H12 4.22743 -1.68067 3.78234
H13 2.59787 -1.88731 4.45364
H14 2.93721 -0.53769 3.36015
H15 4.14780 -4.08493 2.85298
H16 2.78257 -4.56308 1.82496
H17 2.53119 -4.24706 3.55294
H18 -5.73542 -2.27181 1.58319
H19 -6.85790 -1.51615 -0.47978
H20 -5.48368 -0.71703 -2.37374
H21 -1.80791 -1.02310 -2.44341
H22 -4.26770 -0.27957 -4.11253
H23 -3.61772 -1.92188 -3.96611
H24 -2.63644 -0.63122 -4.68347
H25 -3.48800 1.52193 -2.40942
H26 -1.91246 1.36730 -3.22335
H27 -2.02864 1.19577 -1.45366
H28 -2.06930 -2.32467 2.05278
H29 -4.63195 -3.83614 2.72400
H30 -3.05529 -4.04677 3.49705
H31 -3.26388 -4.46831 1.78650
H32 -4.59604 -1.31084 3.42761
H33 -3.15572 -0.34673 3.05270
H34 -3.06209 -1.65394 4.24403
H35 -3.37396 -3.85656 -0.96530
H36 -3.37079 -6.16141 -1.83776
H37 -1.29036 -7.39457 -2.22877
H38 1.38029 -7.33185 -2.20603
H39 3.36721 -5.97625 -1.73743
H40 3.23905 -3.70916 -0.84377
N3 0.26353 -0.90928 7.84314
C37 0.30783 -0.62344 6.72303
C38 0.37114 -0.26536 5.33447
C39 0.83267 0.99566 4.95514
C40 0.90523 1.33944 3.61348
C41 0.52819 0.44276 2.61550
C42 0.05498 -0.80462 3.01838
C43 -0.02758 -1.16904 4.34951
H41 1.13561 1.70410 5.71921
H42 1.26840 2.32522 3.35690
H43 -0.25563 -1.49958 2.25202
H44 -0.39013 -2.15232 4.63416
F1 0.28350 3.22227 -0.40500
C44 0.44814 2.63212 0.83753
F2 1.57390 3.27248 1.32566
F3 -0.56080 3.17514 1.58102

Summary:
HOMO level (alpha / beta), eV: 0.172 / 0.216
HOMO-LUMO gap (alpha / beta), eV: 4.39 / 4.35
LUMO energy (alpha / beta), eV: 4.57 / 4.57
Total charge: -2
Largest force on an atom, eV/Å: 0.93

***

No. 3
Formula: C5H14N2
Source: OMol25
Level of theory: the ωB97M-V functional and the def2-TZVPD basis

Cartesian coordinates (Å):
C1 -0.04620 -0.16064 -0.60176
C2 0.91696 0.89116 0.01533
C3 0.76870 2.21393 -0.78554
C4 2.31406 0.30859 -0.01835
N1 -0.32557 -1.23246 0.35412
C5 -1.64787 -1.80291 0.27685
N2 -2.76102 -1.07529 0.91059
H1 0.35914 -0.60923 -1.51193
H2 -0.94565 0.35741 -0.96067
H3 0.55802 1.14265 1.01341
H4 -0.27755 2.35023 -1.07875
H5 1.21740 2.04003 -1.76631
H6 1.07627 3.06882 -0.19899
H7 2.87727 0.50926 -0.93315
H8 2.94868 0.82300 0.73149
H9 2.47271 -0.72777 0.25607
H10 -0.11872 -0.98367 1.30662
H11 -1.88494 -1.98979 -0.76939
H12 -1.56266 -2.78049 0.77098
H13 -2.47312 -0.60441 1.76340
H14 -3.46591 -1.73840 1.22595

Summary:
HOMO level, eV: -8.550
HOMO-LUMO gap, eV: 9.71
SMILES: CC(C)CNCN
LUMO energy, eV: 1.16
Total charge: 0
Largest force on an atom, eV/Å: 2.61

***

No. 4
Formula: C39H65BBaGe2N12O
Source: OMol25
Level of theory: the ωB97M-V functional and the def2-TZVPD basis

Cartesian coordinates (Å):
Ba1 -0.15673 -0.22173 0.67981
C1 3.03450 -1.34538 5.11078
C2 2.06141 -1.34115 3.93391
C3 2.54156 -2.29130 2.83493
C4 1.87095 0.04843 3.39669
C5 2.81458 1.08858 3.30837
C6 2.13256 2.12013 2.70962
N1 0.87191 1.72114 2.45846
N2 0.70506 0.43953 2.89208
B1 -0.29474 2.72494 2.12900
N3 -1.68791 2.11594 2.37893
C7 -2.49885 2.62338 3.32350
C8 -3.63563 1.85684 3.38875
C9 -3.44090 0.85282 2.42874
N4 -2.26043 1.00867 1.82261
C10 -4.40787 -0.24850 2.07845
C11 -5.51412 -0.36588 3.12440
C12 -3.71155 -1.58980 1.88370
N5 -0.03908 3.33062 0.72633
C13 0.09695 4.65136 0.51387
C14 0.57241 4.84375 -0.76073
C15 0.71258 3.54498 -1.28158
N6 0.33168 2.63775 -0.38293
C16 1.26867 3.19498 -2.63827
C17 0.80220 4.19346 -3.69981
C18 0.96912 1.77087 -3.08816
H1 3.06805 -2.33460 5.56899
H2 4.04662 -1.10070 4.77882
H3 2.74506 -0.62285 5.87459
H4 1.08426 -1.68487 4.28366
H5 3.47446 -1.92248 2.39856
H6 1.80210 -2.38883 2.03908
H7 2.72194 -3.28715 3.24728
H8 3.84060 1.08374 3.63358
H9 2.44195 3.12552 2.46841
H10 -0.21444 3.65050 2.89128
H11 -2.20353 3.49590 3.88066
H12 -4.47833 1.99585 4.04172
H13 -4.88587 0.02935 1.13230
H14 -5.09888 -0.60362 4.10630
H15 -6.09225 0.55480 3.21159
H16 -6.20155 -1.16604 2.84777
H17 -3.17550 -1.88618 2.78787
H18 -4.44215 -2.36661 1.64998
H19 -2.98688 -1.57163 1.07247
H20 -0.14288 5.35526 1.29346
H21 0.78799 5.78067 -1.24396
H22 2.36002 3.30134 -2.55830
H23 -0.28825 4.21146 -3.74842
H24 1.14912 5.20568 -3.49213
H25 1.18087 3.90360 -4.68159
H26 -0.06493 1.67751 -3.42522
H27 1.61539 1.50326 -3.92513
H28 1.12935 1.03999 -2.29668
C19 3.14552 -4.91559 0.00270
N7 3.73690 -3.60337 -0.15369
C20 5.10466 -3.47540 0.30932
C21 2.99233 -2.54563 -0.60974
N8 1.72717 -2.46799 -0.69616
N9 3.78661 -1.46613 -1.04982
C22 3.40389 -0.13940 -0.99140
N10 4.11454 0.67175 -1.84724
N11 2.48160 0.25383 -0.20150
H29 3.79476 -5.67021 -0.44822
H30 2.17952 -4.96638 -0.49216
H31 3.00375 -5.16482 1.05810
H32 5.23302 -4.09055 1.20170
H33 5.32489 -2.44605 0.58046
H34 5.83290 -3.81427 -0.43656
H35 1.24761 -3.22919 -0.22861
H36 4.56335 -1.70327 -1.64267
H37 4.97035 0.34166 -2.25730
H38 4.07060 1.66060 -1.67290
H39 2.31860 1.25512 -0.29147
C23 -2.75865 2.86171 -3.77967
C24 -2.51479 2.06042 -2.50226
Ge1 -2.63508 0.10789 -2.80020
C25 -4.02427 -0.49900 -1.53809
C26 -5.40728 0.03449 -1.90749
C27 -3.14473 -0.44702 -4.61620
C28 -2.38875 -1.51814 -4.93148
Ge2 -1.12746 -1.74330 -3.40437
C29 0.77673 -1.42267 -3.80758
C30 1.55827 -2.57403 -4.43770
C31 -1.38476 -3.37620 -2.33438
C32 -1.28474 -4.71333 -3.06800
C33 -2.51204 -2.33830 -6.15654
C34 -1.62279 -3.38666 -6.38220
C35 -1.70432 -4.17192 -7.52356
C36 -2.68633 -3.92097 -8.46761
C37 -3.58715 -2.88348 -8.25634
C38 -3.50252 -2.10519 -7.11548
H40 -2.70926 3.93741 -3.59337
H41 -3.74071 2.64537 -4.20524
H42 -2.02045 2.62297 -4.54956
H43 -3.28146 2.28434 -1.75520
H44 -1.56474 2.33703 -2.04668
H45 -3.72911 -0.13056 -0.55202
H46 -4.03224 -1.58891 -1.47957
H47 -5.40997 1.12530 -1.98370
H48 -6.16275 -0.23957 -1.16648
H49 -5.73440 -0.36089 -2.87140
H50 -3.92708 -0.06369 -5.26966
H51 1.22843 -1.17390 -2.84363
H52 0.83562 -0.53383 -4.43742
H53 1.52312 -3.46912 -3.81347
H54 2.61193 -2.30717 -4.56008
H55 1.17953 -2.83655 -5.42647
H56 -2.36455 -3.29359 -1.85787
H57 -0.65577 -3.32276 -1.52324
H58 -2.04561 -4.80498 -3.84509
H59 -1.42273 -5.54286 -2.37117
H60 -0.31165 -4.84819 -3.54554
H61 -0.85806 -3.59816 -5.64517
H62 -1.00036 -4.98141 -7.67102
H63 -2.75576 -4.53023 -9.35956
H64 -4.36276 -2.68442 -8.98523
H65 -4.21806 -1.30744 -6.96461
O1 -1.04186 -4.87789 1.42207
C39 -0.85842 -3.71790 1.20973
N12 -0.66123 -2.56378 0.97735

Summary:
HOMO level, eV: -8.086
HOMO-LUMO gap, eV: 8.01
LUMO energy, eV: -0.08
Total charge: 0
Largest force on an atom, eV/Å: 2.48

***

No. 5
Formula: C2H10N2S2
Source: OMol25
Level of theory: the ωB97M-V functional and the def2-TZVPD basis

Cartesian coordinates (Å):
C1 1.96486 -2.75855 -0.53124
S1 2.31357 -1.67216 0.82682
S2 0.84699 -1.81399 2.20926
H1 2.29499 -2.28843 -1.49405
H2 0.94567 -3.14694 -0.53227
H3 2.45052 -3.71393 -0.46253
H4 -0.00400 -0.75563 1.91130
N1 -1.92486 2.46051 -0.88765
C2 -1.02661 2.03605 0.20230
N2 -0.72917 0.58350 0.08898
H5 -2.40507 3.30011 -0.56907
H6 -1.24898 2.66971 -1.60696
H7 -0.09996 2.58256 0.40000
H8 -1.53782 1.95312 1.26402
H9 -1.62062 0.13899 -0.05033
H10 -0.21952 0.42508 -0.76858

Summary:
HOMO level, eV: -8.690
HOMO-LUMO gap, eV: 9.48
SMILES: CSS.NCN
LUMO energy, eV: 0.79
Total charge: 0
Largest force on an atom, eV/Å: 4.24

***

No. 6
Formula: C5H7NOS
Source: OMol25
Level of theory: the ωB97M-V functional and the def2-TZVPD basis

Cartesian coordinates (Å):
C1 1.99608 0.48984 0.03639
C2 0.76512 0.29142 1.03622
C3 -0.59084 -0.09277 0.28615
C4 -1.45410 0.59580 -0.61687
C5 -2.52959 -0.26953 -0.73267
H1 1.18706 -1.52653 -0.90937
H2 1.70597 1.07449 -0.76732
H3 2.74567 1.10383 0.51272
H4 0.64991 1.24840 1.65478
H5 1.13779 -0.67849 1.65073
H6 -1.32673 1.51626 -1.33143
H7 -3.33864 -0.12255 -1.32322
N1 -1.11171 -1.24962 0.76293
O1 -2.32730 -1.28359 0.21636
S1 2.49129 -1.09697 -0.47541

Summary:
HOMO level, eV: -8.935
HOMO-LUMO gap, eV: 9.77
SMILES: SCCc1ccon1
LUMO energy, eV: 0.83
Total charge: 0
Largest force on an atom, eV/Å: 6.23